52
Properties=species:S:1:pos:R:3:mulliken_charge:R:1 method="wB97M-V/def2-TZVPD" total_energy_ev=-76710.005 lumo_energy_ev="-5.588 / -8.992" total_charge=+2 mol_weight_g_mol=675.79 orbital_gap_ev="7.665 / 4.834" fmax_ev_per_a=0.55 s2=6.03 homo_energy_ev="-13.25 / -13.83" multiplicity=5
Pt -0.515 -0.011 -0.121 2.301
N -0.282 -0.104 2.260 -0.455
C 1.117 -0.138 2.632 0.455
C 1.513 -0.169 3.943 -0.376
C 2.876 -0.192 4.291 -0.803
C 3.834 -0.182 3.319 -0.907
C 3.466 -0.151 1.956 0.590
C 4.416 -0.139 0.911 -0.712
C 3.994 -0.108 -0.390 -0.913
C 2.617 -0.091 -0.650 -0.185
N 1.708 -0.107 0.300 0.033
C 2.092 -0.130 1.605 -0.198
H -0.746 0.680 2.707 0.306
H -0.756 -0.945 2.572 0.335
H 0.764 -0.173 4.726 0.499
H 3.152 -0.218 5.336 0.421
H 4.886 -0.195 3.578 0.456
H 5.470 -0.151 1.158 0.467
H 4.696 -0.097 -1.211 0.467
H 2.258 -0.072 -1.672 0.444
S -0.549 0.071 -2.568 -0.270
C -0.468 1.760 -2.909 0.546
C -0.514 2.137 -4.256 -0.504
C -0.480 3.480 -4.628 -0.604
C -0.391 4.465 -3.659 -0.630
C -0.317 4.110 -2.313 -0.468
C -0.363 2.768 -1.919 0.506
S -0.277 2.449 -0.228 -0.276
H -0.578 1.363 -5.010 0.489
H -0.517 3.748 -5.675 0.425
H -0.372 5.509 -3.941 0.422
H -0.220 4.871 -1.550 0.483
C -3.825 1.858 0.140 -0.820
C -3.837 0.371 0.111 0.374
N -2.791 -0.413 0.101 -0.105
C -3.131 -1.752 0.083 0.045
C -4.472 -1.975 0.079 -0.627
S -5.326 -0.502 0.102 -0.138
C -2.083 -2.761 0.070 -0.046
C -2.259 -4.112 0.071 -0.647
S -0.756 -4.907 0.046 -0.119
C 0.059 -3.388 0.027 0.123
N -0.760 -2.371 0.050 0.098
C 1.547 -3.320 -0.010 -0.900
H -2.807 2.227 0.215 -0.051
H -4.395 2.228 0.993 0.399
H -4.285 2.263 -0.762 0.337
H -4.989 -2.920 0.064 0.424
H -3.187 -4.660 0.085 0.433
H 1.973 -4.321 -0.028 0.512
H 1.929 -2.797 0.868 0.178
H 1.881 -2.784 -0.898 0.186

59
Properties=species:S:1:pos:R:3:mulliken_charge:R:1 method="wB97M-V/def2-TZVPD" de_lowest_kcal_mol=16.2 total_energy_ev=-65983.053 lumo_energy_ev=-0.303 mol_weight_g_mol=742.69 orbital_gap_ev=7.542 fmax_ev_per_a=1.91 homo_energy_ev=-7.85
Tl 0.995 1.030 0.016 1.018
O 4.205 -2.626 -0.835 -0.491
C 3.318 -1.753 -0.357 -0.018
O 2.291 -1.495 -0.940 -0.355
C 3.721 -1.148 0.940 0.500
C 4.988 -1.315 1.497 -0.715
C 5.272 -0.643 2.676 -0.644
C 4.300 0.161 3.250 -0.453
C 3.052 0.238 2.632 0.864
N 2.782 -0.413 1.514 0.231
C 1.876 0.988 3.213 -0.188
O 2.124 1.919 4.113 -0.551
O 0.749 0.680 2.905 -0.478
H 3.902 -2.984 -1.685 0.370
H 5.723 -1.933 1.008 0.493
H 6.245 -0.733 3.137 0.450
H 4.506 0.715 4.151 0.455
H 2.968 2.383 3.941 0.417
N -1.440 2.149 1.126 -0.329
C -2.554 1.384 0.882 0.302
C -3.783 1.930 0.573 -0.553
C -4.907 1.123 0.377 -0.880
C -4.830 -0.237 0.508 -0.690
C -3.585 -0.843 0.760 0.461
C -3.416 -2.238 0.867 -0.666
C -2.161 -2.751 1.051 -0.944
C -1.071 -1.865 1.108 -0.226
N -1.193 -0.567 1.039 0.295
C -2.424 -0.037 0.902 0.380
H -1.590 3.145 1.162 0.179
H -0.834 1.797 1.859 0.188
H -3.884 3.004 0.524 0.384
H -5.856 1.588 0.157 0.408
H -5.708 -0.856 0.400 0.433
H -4.281 -2.881 0.790 0.440
H -2.003 -3.815 1.138 0.444
H -0.062 -2.245 1.213 0.398
C 0.219 0.492 -5.053 -1.057
S 0.662 0.358 -3.259 0.687
O 0.595 1.746 -2.774 -0.657
C -0.941 -0.376 -2.804 0.596
C -1.031 -1.734 -2.562 -0.579
C -2.274 -2.292 -2.310 -0.623
C -3.402 -1.488 -2.298 -0.424
C -3.296 -0.122 -2.491 -0.765
C -2.058 0.438 -2.742 -0.456
H -0.730 1.006 -5.155 0.328
H 0.169 -0.503 -5.479 0.372
H 1.001 1.069 -5.537 0.395
H -0.141 -2.344 -2.576 0.363
H -2.365 -3.353 -2.127 0.432
H -4.372 -1.927 -2.126 0.490
H -4.174 0.504 -2.464 0.458
H -1.939 1.502 -2.886 0.489
F 3.671 4.460 0.845 -0.339
B 3.347 3.269 1.389 0.494
F 1.961 3.180 1.629 -0.349
F 4.009 3.074 2.612 -0.442
F 3.654 2.188 0.555 -0.339

62
Properties=species:S:1:pos:R:3:mulliken_charge:R:1 method="wB97M-V/def2-TZVPD" de_lowest_kcal_mol=34.5 total_energy_ev=-85002.328 lumo_energy_ev="-1.153 / -0.674" mol_weight_g_mol=624.18 orbital_gap_ev="8.107 / 8.589" fmax_ev_per_a=5.52 s2=0.76 homo_energy_ev="-9.26 / -9.26" multiplicity=2
V 0.166 -0.537 -0.312 1.491
O -1.118 1.898 1.133 -0.536
C -2.155 1.187 1.768 2.814
C -1.753 -0.329 1.818 -0.665
O -2.027 -1.079 2.700 -0.528
O -1.089 -0.666 0.704 -0.336
C -2.471 1.724 3.157 -0.109
C -1.783 2.822 3.657 0.032
C -2.056 3.300 4.931 -1.084
C -3.025 2.691 5.711 -0.417
C -3.728 1.606 5.207 -1.022
C -3.459 1.127 3.936 -0.237
C -3.386 1.283 0.863 -0.330
C -4.298 0.239 0.732 -0.259
C -5.400 0.370 -0.101 -0.888
C -5.602 1.541 -0.816 -0.479
C -4.701 2.588 -0.679 -0.999
C -3.601 2.461 0.155 -0.159
H -0.339 1.927 1.713 0.212
H -1.035 3.320 3.055 0.549
H -1.503 4.147 5.313 0.403
H -3.236 3.060 6.706 0.409
H -4.488 1.124 5.807 0.400
H -4.016 0.285 3.555 0.368
H -4.152 -0.688 1.274 0.394
H -6.101 -0.451 -0.186 0.436
H -6.461 1.637 -1.467 0.443
H -4.863 3.516 -1.215 0.453
H -2.897 3.275 0.266 0.552
N -1.791 1.793 -2.888 -0.307
C -1.314 0.769 -2.200 0.781
O -0.275 0.902 -1.513 -0.479
C -1.980 -0.570 -2.227 -0.199
C -0.930 -1.583 -1.745 -1.154
H -1.341 2.691 -2.797 0.276
H -2.652 1.730 -3.401 0.236
H -2.374 -0.799 -3.219 0.589
H -2.823 -0.528 -1.531 -0.089
H -0.276 -1.867 -2.571 0.421
H -1.410 -2.477 -1.352 0.539
F 1.650 1.102 0.910 -0.380
B 1.917 0.402 2.138 0.352
F 1.156 -0.828 1.996 -0.274
F 1.406 1.134 3.182 -0.306
F 3.252 0.088 2.226 -0.340
F -0.359 -4.663 0.903 -0.362
C 0.796 -4.615 0.226 0.307
C 1.656 -3.615 0.452 -0.486
N 2.842 -3.495 -0.236 0.023
C 3.603 -2.244 -0.195 -0.912
C 2.970 -1.155 -1.085 0.627
O 3.568 -0.594 -1.951 -0.540
O 1.669 -0.907 -0.849 -0.526
C 3.247 -4.473 -1.141 0.443
O 4.282 -4.414 -1.761 -0.622
N 2.355 -5.519 -1.278 -0.071
C 1.080 -5.677 -0.727 0.219
O 0.369 -6.604 -1.024 -0.608
H 1.457 -2.895 1.235 0.962
H 4.593 -2.438 -0.588 0.374
H 3.664 -1.881 0.831 0.368
H 2.654 -6.250 -1.907 0.231

50
Properties=species:S:1:pos:R:3:mulliken_charge:R:1 method="wB97M-V/def2-TZVPD" total_energy_ev=-203681.796 lumo_energy_ev="2.331 / 0.902" total_charge=-1 mol_weight_g_mol=557.09 orbital_gap_ev="2.643 / 3.470" fmax_ev_per_a=2.77 s2=6.09 homo_energy_ev="-0.31 / -2.57" multiplicity=5
C -6.135 1.384 0.861 -0.814
O -5.518 0.093 1.038 -0.461
C -4.162 0.041 1.103 0.981
C -3.610 -1.260 1.230 -0.779
C -2.246 -1.415 1.258 -0.628
C -1.415 -0.303 1.121 0.302
C 0.021 -0.550 0.678 -0.630
C 1.069 0.498 1.270 1.426
C 1.782 0.560 2.586 -0.659
C 2.779 1.646 2.490 -0.601
C 2.619 2.285 1.215 -1.154
C 1.540 1.613 0.502 -0.342
Fe 2.958 0.297 1.025 -0.546
C 3.060 -1.512 0.178 -0.251
C 3.476 -1.516 1.567 -0.974
C 4.576 -0.577 1.705 -0.433
C 4.817 0.025 0.406 -0.885
C 3.865 -0.542 -0.538 -1.066
C -1.952 0.982 1.004 -0.616
C -3.322 1.150 0.913 -0.774
H -7.184 1.116 0.834 0.242
H -5.931 2.059 1.707 0.322
H -5.820 1.855 -0.083 0.316
H -4.300 -2.098 1.363 0.372
H -1.833 -2.424 1.328 0.336
H 0.363 -1.584 0.909 0.574
H 1.625 -0.053 3.484 0.459
H 3.458 1.998 3.268 0.435
H 3.141 3.177 0.875 0.438
H 1.084 1.933 -0.412 0.620
H 2.362 -2.209 -0.287 0.836
H 3.059 -2.156 2.354 0.471
H 5.130 -0.370 2.628 0.443
H 5.588 0.762 0.180 0.400
H 3.788 -0.338 -1.606 0.475
H -1.326 1.838 0.848 0.630
H -3.754 2.133 0.749 0.336
Br 0.742 -3.253 -4.115 -0.287
C 0.085 -1.808 -3.029 -0.305
C -0.319 -0.635 -3.719 1.318
N -0.403 -0.530 -5.054 -0.432
C -0.630 0.442 -2.878 -0.638
Br -1.168 2.128 -3.640 -0.308
C -0.515 0.338 -1.530 -0.403
N -0.101 -0.751 -0.860 0.530
C 0.095 -1.857 -1.647 -0.523
H -0.724 0.324 -5.484 0.102
H -0.160 -1.299 -5.662 0.113
H -0.795 1.190 -0.948 0.531
H 0.240 -2.829 -1.187 0.501